Record 1
{
  "formula": "C5H3NO",
  "method": "wB97M-V/def2-TZVPD",
  "species": ["C", "C", "C", "C", "C", "N", "O", "H", "H", "H"],
  "xyz": [[0.233, 0.235, -3.184], [-0.118, 0.136, -2.015], [0.488, 0.207, 1.870], [-0.832, -0.335, 1.516], [-0.380, 0.069, -0.730], [1.316, 0.578, 1.026], [-1.078, -0.291, 0.235], [0.896, 0.063, -3.966], [0.802, 0.251, 2.991], [-1.327, -0.913, 2.256]],
  "forces_ev_per_a": [[-0.2706, -0.0871, 1.7213], [-0.2983, -0.0155, -2.0408], [-0.2084, -0.4101, 1.5124], [2.1619, 1.3055, 0.7142], [2.8408, 1.0654, 4.5728], [-0.7293, 0.2134, -2.5884], [-1.7850, -1.4581, -0.5354], [0.3734, -0.0028, -1.2106], [-0.7980, -0.2482, -1.7108], [-1.2864, -0.3625, -0.4347]],
  "e_homo_ev": [-7.790, -7.781],
  "multiplicity": 1,
  "de_lowest_kcal_mol": 190.79,
  "total_charge": 0
}

=====

Record 2
{
  "formula": "C29H21AsF5IrNO4S",
  "method": "wB97M-V/def2-TZVPD",
  "species": ["Ir", "O", "N", "C", "C", "C", "C", "C", "S", "H", "H", "H", "H", "O", "As", "C", "C", "C", "C", "C", "C", "C", "C", "C", "C", "C", "C", "C", "C", "C", "C", "C", "C", "H", "H", "H", "H", "H", "H", "H", "H", "H", "H", "H", "H", "H", "H", "H", "O", "H", "H", "F", "C", "C", "F", "C", "F", "C", "O", "C", "F", "C", "F"],
  "xyz": [[0.951, 0.975, -1.778], [-0.680, 1.434, -0.154], [-0.991, 2.690, 0.013], [-2.088, 2.982, 0.737], [-2.500, 4.276, 0.933], [-1.773, 5.318, 0.359], [-0.637, 5.012, -0.352], [-0.233, 3.685, -0.516], [1.221, 3.357, -1.379], [-2.620, 2.130, 1.131], [-3.384, 4.477, 1.514], [-2.090, 6.343, 0.455], [-0.025, 5.766, -0.818], [2.094, 0.285, -0.064], [1.270, -0.638, 1.045], [0.306, -1.978, 0.004], [1.152, -2.791, -0.745], [0.621, -3.745, -1.593], [-0.754, -3.900, -1.677], [-1.594, -3.078, -0.943], [-1.070, -2.101, -0.107], [2.678, -1.510, 2.062], [2.379, -2.376, 3.106], [3.411, -2.990, 3.796], [4.729, -2.740, 3.446], [5.022, -1.868, 2.411], [3.996, -1.250, 1.716], [0.337, 0.526, 2.302], [-0.919, 0.291, 2.838], [-1.451, 1.198, 3.742], [-0.728, 2.319, 4.117], [0.530, 2.550, 3.580], [1.061, 1.655, 2.668], [2.228, -2.663, -0.658], [1.275, -4.363, -2.188], [-1.175, -4.657, -2.322], [-2.666, -3.195, -1.019], [-1.729, -1.446, 0.447], [1.343, -2.565, 3.370], [3.190, -3.665, 4.609], [5.531, -3.224, 3.985], [6.048, -1.668, 2.144], [4.201, -0.565, 0.901], [-1.477, -0.592, 2.565], [-2.430, 1.022, 4.163], [-1.141, 3.010, 4.837], [1.100, 3.418, 3.880], [2.045, 1.822, 2.231], [2.351, 0.126, -3.538], [2.893, 0.770, -4.003], [1.827, -0.354, -4.189], [-4.651, -2.314, -4.680], [-3.671, -1.491, -4.314], [-3.954, -0.189, -3.886], [-5.221, 0.217, -3.824], [-2.933, 0.669, -3.519], [-3.226, 1.909, -3.109], [-1.564, 0.276, -3.548], [-0.622, 1.081, -3.243], [-1.337, -1.068, -3.954], [-0.055, -1.494, -3.966], [-2.345, -1.932, -4.329], [-2.056, -3.182, -4.690]],
  "forces_ev_per_a": [[-2.9990, 0.4861, 1.6045], [1.9075, -2.1628, -2.0240], [0.3716, 2.0066, -0.3661], [-0.4615, -0.0507, 0.2234], [0.2217, 0.0752, -0.1340], [0.1476, -0.2820, 0.0221], [0.0543, -0.2189, -0.0031], [-0.5614, -0.2455, 0.1646], [0.3349, -2.2533, -0.7135], [0.0795, -0.0800, -0.0743], [-0.1136, -0.1174, 0.0371], [-0.0579, 0.1182, 0.0709], [-0.0164, 0.1642, -0.0414], [0.5823, 1.5314, -1.9246], [-0.4786, -0.7840, 1.1662], [0.2081, 0.5595, 0.3691], [0.3664, 0.0749, 0.0263], [0.0136, -0.0047, -0.0018], [-0.0512, 0.0278, 0.0061], [-0.1082, 0.0505, 0.0480], [-0.1685, 0.1105, 0.1457], [-0.2745, 0.1552, -0.3381], [-0.2641, 0.0463, -0.0777], [-0.0971, -0.0248, 0.0509], [0.0210, 0.0222, -0.0042], [0.0260, -0.0086, 0.0364], [-0.1028, 0.2166, -0.3150], [0.1675, -0.3270, -0.2624], [0.0625, -0.1941, -0.0586], [-0.0372, -0.0363, 0.0487], [0.0143, 0.0524, 0.0098], [-0.0241, 0.0051, 0.0017], [0.3570, -0.0909, -0.2383], [-0.0681, -0.1023, -0.0565], [0.0689, -0.0740, -0.0083], [-0.0193, -0.0217, -0.0620], [-0.0558, 0.0157, -0.0175], [-0.0380, -0.0103, -0.0341], [0.0606, -0.0752, 0.0855], [-0.0468, -0.0493, 0.0493], [0.0273, -0.0276, 0.0355], [0.0912, 0.0209, -0.0311], [0.0677, -0.0414, 0.0367], [-0.0925, -0.0629, 0.0025], [-0.0778, -0.0407, 0.0521], [-0.0378, 0.0468, 0.0365], [0.0129, 0.0212, -0.0133], [-0.1472, 0.0532, 0.0985], [-0.5360, 0.5461, 1.5624], [0.0391, 0.1557, -0.0998], [-0.3602, 0.0418, -0.0940], [-0.0782, -0.0140, 0.0201], [0.5387, 0.2503, 0.2291], [0.1590, -0.4222, -0.1897], [0.0546, 0.0052, -0.0430], [0.8118, -0.2406, 0.0448], [-0.0530, -0.0602, 0.0050], [-1.7521, -2.0708, -0.1312], [2.8790, 2.1702, 0.7996], [-0.3643, 1.0148, 0.2391], [0.3099, -0.1513, 0.0082], [-0.4973, 0.3517, 0.0663], [-0.0161, -0.0509, -0.0450]],
  "e_homo_ev": [-10.315, -10.316],
  "multiplicity": 1,
  "total_charge": 1
}

=====

Record 3
{
  "formula": "C2H7NO2S2",
  "method": "wB97M-V/def2-TZVPD",
  "species": ["C", "C", "N", "O", "O", "S", "S", "H", "H", "H", "H", "H", "H", "H"],
  "xyz": [[0.295, 0.701, -1.112], [-0.061, -0.269, -0.044], [0.364, -0.033, 1.328], [1.106, -1.730, -1.813], [-0.971, -2.681, -0.629], [1.749, 1.768, -0.888], [0.511, -1.939, -0.514], [-0.596, 1.420, -1.302], [0.552, 0.059, -2.026], [-1.274, -0.487, -0.023], [-0.264, -0.482, 1.999], [0.531, 1.047, 1.488], [-1.476, -2.271, -1.455], [1.295, 2.188, 0.280]],
  "forces_ev_per_a": [[-0.4795, 1.1161, -2.2891], [-3.7304, -0.2743, 2.8117], [0.1459, 2.9702, -0.7743], [0.9486, -0.8563, -2.9776], [-3.0306, -0.0432, -2.5496], [-0.1023, -0.5570, -0.0276], [2.6818, -0.3062, 2.8427], [1.3290, -1.4713, 0.2478], [-0.7343, 1.6532, 1.0539], [2.6211, 0.8850, -0.1492], [0.2389, 0.6440, -0.1666], [-0.6528, -3.2552, 0.0039], [0.5701, -1.1432, 1.6146], [0.1945, 0.6382, 0.3594]],
  "e_homo_ev": [-4.250, -9.526],
  "multiplicity": 3,
  "de_lowest_kcal_mol": 72.63,
  "total_charge": 0,
  "s2": 2.01
}

=====

no.,calculated total energy (eV)
1,-8761.73307
2,-128183.51589
3,-29435.88132